Below is a single C15H12ClNO3S molecule in a non-equilibrium geometry, with properties calculated with ωB97M-V/def2-TZVPD.

The geometry in XYZ format:
```
33
Properties=species:S:1:pos:R:3:forces:R:3:lowdin_charge:R:1
O -0.257950 -1.936004 3.460658 0.777 0.246 -1.444 -0.33
O -0.695341 0.267576 2.527957 1.384 -0.536 -0.794 -0.31
Cl -2.184289 -3.243504 -3.218945 0.216 0.090 1.096 0.65
O 2.210520 -0.362550 -1.061292 1.799 1.975 -2.756 0.08
C -0.930056 3.684163 -1.298404 -1.567 -0.261 0.019 -0.06
C 0.329211 3.541065 -1.817726 0.460 -0.295 0.508 -0.07
C -1.638930 2.597492 -0.680334 0.446 5.230 -1.666 -0.10
C -1.759741 -3.310617 -0.404704 -1.634 -0.003 -0.648 -0.06
C 0.974606 2.345594 -1.440888 1.798 -2.074 -0.415 -0.02
C -1.086571 1.436148 -0.557337 0.656 -4.247 0.359 -0.06
C -0.582265 -1.658912 -1.686443 -0.376 -0.723 1.464 -0.04
C -1.260570 -2.763735 0.815300 -1.039 -0.667 -1.141 -0.06
C -1.500715 -2.723211 -1.681041 0.568 -0.233 1.771 -0.60
C 0.298145 1.255061 -0.905885 -0.567 -0.381 1.626 -0.08
C 0.006827 -1.190193 -0.530770 -2.645 -2.616 1.980 -0.15
C -0.414441 -1.698020 0.776135 1.541 0.636 -1.317 -0.16
N 2.105003 -0.481862 0.302552 -3.600 -1.630 0.648 -0.03
C 0.943899 -0.125583 -0.573447 0.933 1.815 0.169 -0.36
C 2.229808 0.305793 1.494444 2.295 2.858 -0.885 -0.22
C 1.809580 -0.714176 2.463801 1.046 -0.837 1.546 -0.24
S 0.065638 -0.977115 2.402680 -2.994 -0.167 1.571 0.74
H -1.576879 4.543446 -1.425495 0.518 0.405 -0.334 0.10
H 0.835572 4.269800 -2.472105 -0.354 -0.272 0.724 0.11
H -2.656872 2.776468 -0.465613 -0.921 0.060 0.406 0.10
H -2.573577 -4.085478 -0.269779 1.270 0.782 -0.552 0.13
H 2.063284 2.070183 -1.618574 -1.348 1.003 -0.171 0.14
H -1.906459 0.727484 -0.278129 1.849 -0.476 0.088 0.15
H -0.304487 -1.110002 -2.526580 0.207 0.381 -1.779 0.11
H -1.668069 -3.167319 1.743184 0.439 0.115 -0.161 0.12
H 1.528333 1.127421 1.670123 0.091 0.452 -0.779 0.12
H 3.265000 0.738685 1.498360 -0.682 -0.629 0.951 0.15
H 2.258490 -1.683311 2.260811 -0.002 -0.075 -0.020 0.12
H 2.073293 -0.454786 3.497485 -0.568 0.075 -0.063 0.13
```
Forces are in eV/Å.

Multiplicity: 1
Structure (SMILES): O=S1(=O)CCN2O[C@@]2(c2ccccc2)c2cc(Cl)ccc21
E_tot, eV: -46733.973
Energy relative to the best compared isomer or geometry (same formula, charge and spin), eV: 0.423